A single C3H2ClNS molecule at a distorted geometry, computed with ωB97M-V/def2-TZVPD.

Properties
Energy relative to the best compared isomer or geometry (same formula, charge and spin)   35.69 kcal per mole
LUMO energy   0.0071 Ha
Multiplicity   1
Orbital gap   9.11 eV

Positions of all 8 atoms, in Å:
C -0.029 -1.171 -0.062
C -0.319 1.253 0.052
C 0.761 0.012 0.064
N -1.335 -1.028 -0.045
S -1.836 0.524 0.027
Cl 2.401 0.360 0.011
H 0.543 -2.188 0.004
H -0.186 2.237 -0.050

---

An isolated ion of composition C3H2ClO3 and charge -1 at a distorted geometry, computed with ωB97M-V/def2-TZVPD.

Properties
Energy relative to the best compared isomer or geometry (same formula, charge and spin)   55.69 kcal per mole
Total charge   -1
LUMO energy (alpha / beta)   0.1264 / 0.1268 Ha
Multiplicity   1
Orbital gap (alpha / beta)   7.41 / 7.41 eV

Positions of all 9 atoms, in Å:
C 0.045 0.318 0.081
C 1.673 -0.171 -0.309
C 2.955 0.793 -0.007
O 2.694 1.927 -0.361
O 3.915 0.263 0.558
O -0.840 -0.712 0.226
Cl 1.747 -1.916 -0.166
H -0.441 1.092 -0.387
H -0.353 -1.635 0.318

---

C3H2EuFO2 as an isolated structure at a distorted geometry, computed with ωB97M-V/def2-TZVPD.

Properties
Energy relative to the best compared isomer or geometry (same formula, charge and spin)   0.00 kcal per mole
Total charge   +3
LUMO energy (alpha / beta)   -0.5815 / -0.6132 Ha
Multiplicity   8
Orbital gap (alpha / beta)   7.62 / 7.34 eV
Expectation value of S²   16.04

Positions of all 9 atoms, in Å:
H 1.322 -2.851 -0.043
F -0.764 0.960 -1.365
O -0.606 1.766 0.649
O 0.784 -2.532 -0.795
C -0.383 0.825 -0.111
C 0.277 -0.381 0.229
C 0.229 -1.405 -0.659
H 0.635 -0.516 1.253
Eu -1.494 4.134 0.842